P.
82
Properties=species:S:1:pos:R:3 method="wB97M-V/def2-TZVPD" e_homo_ev="-0.850 / -0.849" molar_mass_g_mol=868.9 charge=-2 homo_lumo_gap_ev="5.021 / 5.019"
Ti 1.83633 0.67750 1.04800
O 1.83912 1.03571 -3.09515
C 2.18699 0.78749 -1.80595
O 1.38143 1.14641 -0.85686
C 3.35236 0.18268 -1.41936
C 4.43745 -0.34428 -2.18373
C 5.49793 -0.89686 -1.55021
C 5.51648 -0.95774 -0.10896
C 4.46338 -0.46813 0.57534
N 3.37554 0.10083 -0.03017
C 4.27037 -0.47512 2.06485
O 5.11772 -0.84101 2.85254
O 3.06988 -0.04211 2.37552
H 0.87590 1.16254 -3.10312
H 4.37981 -0.29931 -3.26380
H 6.32042 -1.31400 -2.11768
H 6.33804 -1.39965 0.43794
N -0.97313 0.08580 -2.30020
C -2.35081 0.26058 -2.30725
C -3.15687 -0.57292 -3.08835
C -4.52775 -0.39537 -3.13372
C -5.12804 0.61890 -2.39968
C -4.33132 1.45168 -1.62505
C -2.94902 1.29979 -1.56619
P -1.82988 2.32637 -0.52615
C -1.27237 3.56032 -1.76688
C -0.10975 4.26430 -1.45088
C 0.39469 5.21346 -2.32864
C -0.24248 5.45550 -3.53807
C -1.38904 4.74511 -3.86846
C -1.90219 3.80353 -2.98605
C -3.06368 3.27180 0.44305
C -3.49193 2.67252 1.62860
C -4.43629 3.29402 2.43048
C -4.94803 4.53464 2.07101
C -4.51047 5.14779 0.90606
C -3.57580 4.51709 0.09348
H -0.68083 -0.86722 -2.47252
H -0.50453 0.41818 -1.45748
H -2.68925 -1.37348 -3.65074
H -5.13120 -1.06208 -3.73904
H -6.20169 0.75822 -2.42353
H -4.79538 2.23989 -1.04484
H 0.41247 4.04774 -0.52349
H 1.30237 5.74573 -2.07177
H 0.16178 6.18538 -4.22995
H -1.88249 4.91943 -4.81782
H -2.79302 3.24477 -3.25032
H -3.05463 1.72537 1.92806
H -4.75241 2.81990 3.35157
H -5.67370 5.02887 2.70634
H -4.89492 6.12206 0.62692
H -3.23819 5.00196 -0.81475
S 2.27634 3.04802 1.28142
S 1.73461 3.43567 3.24399
S -0.23428 2.87296 3.21568
S -0.11645 0.87775 2.63966
S 2.51020 -3.54540 -1.13331
P 1.41717 -3.12805 0.44790
S 0.33882 -1.42041 0.53127
C 0.18103 -4.47418 0.69315
C -1.15796 -4.23591 0.97331
C -2.03667 -5.29835 1.15951
C -1.58090 -6.60444 1.08197
C -0.23941 -6.84921 0.80826
C 0.63179 -5.79128 0.60892
C 2.37913 -3.28147 1.99476
C 3.59259 -3.95649 2.00092
C 4.29487 -4.11528 3.18808
C 3.79122 -3.59220 4.36718
C 2.58255 -2.90690 4.36232
C 1.87597 -2.75252 3.18229
H -1.50645 -3.21336 1.04528
H -3.08067 -5.09807 1.36958
H -2.26586 -7.43122 1.23161
H 0.12524 -7.86790 0.74402
H 1.67204 -5.97501 0.36765
H 3.98868 -4.32611 1.06249
H 5.25729 -4.61255 3.18058
H 4.35683 -3.68601 5.28674
H 2.20480 -2.45927 5.27307
H 0.95814 -2.17740 3.16873

---

Q.
82
Properties=species:S:1:pos:R:3 method="wB97M-V/def2-TZVPD" e_homo_ev=-1.691 molar_mass_g_mol=868.9 charge=-2 homo_lumo_gap_ev=5.573
Ti 0.97275 0.09092 1.59103
O 0.15495 -3.21649 -0.69700
C 0.69081 -2.37412 0.21132
O 0.22036 -1.16329 0.30803
C 1.72919 -2.67246 1.05141
C 2.46700 -3.87884 1.27904
C 3.45916 -3.89613 2.19800
C 3.78940 -2.69291 2.93494
C 3.07240 -1.57806 2.69634
N 2.03697 -1.53850 1.80191
C 3.28281 -0.20664 3.28603
O 4.17772 0.07083 4.05291
O 2.39485 0.64020 2.80633
H -0.71133 -2.85280 -0.93850
H 2.20729 -4.76062 0.70700
H 4.01532 -4.80563 2.38682
H 4.59702 -2.66233 3.65257
N -0.29806 1.82442 0.85010
C -0.03094 2.59605 -0.34006
C -0.94028 3.56734 -0.75101
C -0.67182 4.32063 -1.87725
C 0.50464 4.12853 -2.59795
C 1.40884 3.16882 -2.18825
C 1.13986 2.39467 -1.05855
P 2.20079 1.06274 -0.46482
C 3.88687 1.74504 -0.46430
C 4.68862 1.78391 -1.60363
C 5.95068 2.35517 -1.54751
C 6.42103 2.88639 -0.35324
C 5.63094 2.84190 0.78578
C 4.36718 2.26969 0.73480
C 2.19576 -0.17580 -1.79467
C 1.14655 -0.24521 -2.70793
C 1.07730 -1.30160 -3.60486
C 2.04646 -2.29396 -3.59272
C 3.08202 -2.24048 -2.66950
C 3.15083 -1.19134 -1.76608
H -1.24394 1.44109 0.76417
H -0.38576 2.53533 1.62355
H -1.84458 3.71518 -0.17756
H -1.38903 5.06419 -2.20094
H 0.70587 4.72321 -3.48049
H 2.32425 3.00560 -2.74546
H 4.32763 1.35413 -2.53034
H 6.56975 2.38198 -2.43608
H 7.40935 3.32810 -0.31055
H 5.99797 3.23980 1.72291
H 3.75782 2.21289 1.62958
H 0.35591 0.49528 -2.69469
H 0.24383 -1.35598 -4.29368
H 1.97939 -3.12555 -4.28345
H 3.82185 -3.03057 -2.63142
H 3.94081 -1.17163 -1.02248
S -0.82914 4.23886 2.89404
S -1.99533 2.78578 3.76718
S -0.77010 1.27434 4.44695
S -0.82385 -0.31293 3.09513
S -5.34601 -0.70745 -3.07664
P -4.23712 -0.32250 -1.47187
S -2.59953 0.79989 -1.65402
C -3.77968 -1.90997 -0.65470
C -2.87647 -1.89607 0.40793
C -2.55902 -3.06635 1.08121
C -3.12854 -4.27067 0.68438
C -4.01696 -4.29397 -0.38133
C -4.34739 -3.11702 -1.04366
C -5.28407 0.41708 -0.14802
C -4.69324 1.04467 0.94634
C -5.46899 1.57676 1.96517
C -6.85344 1.49087 1.89550
C -7.45178 0.87274 0.80596
C -6.67124 0.33752 -0.21098
H -2.40643 -0.96761 0.70403
H -1.86122 -3.02993 1.90980
H -2.87233 -5.18821 1.20127
H -4.45719 -5.23232 -0.69987
H -5.04126 -3.11647 -1.87563
H -3.61573 1.13593 1.00359
H -4.97870 2.06191 2.80032
H -7.46346 1.91102 2.68710
H -8.53253 0.80908 0.74336
H -7.12434 -0.13807 -1.07213

---

It is P that is most stable; the runner-up trails by 0.0060 hartree.

---

P.
19
Properties=species:S:1:pos:R:3 method="wB97M-V/def2-TZVPD" e_homo_ev=-8.347 molar_mass_g_mol=140.3 homo_lumo_gap_ev=9.023
C 0.58886 1.55782 1.41987
C 2.04924 1.10875 1.39434
S 2.33633 -0.30778 0.30364
S 1.90423 0.52578 -1.55556
C 0.33591 -0.43574 -2.05977
C -0.77580 0.51778 -2.43763
H 0.48571 2.41965 2.08067
H 0.22443 1.82410 0.43126
H -0.04919 0.75852 1.79637
H 2.71714 1.90153 1.07583
H 2.28029 0.66716 2.36516
H 0.05405 -0.92086 -1.13363
H 0.73599 -1.09984 -2.81094
H -1.76530 0.12107 -2.18979
H -0.76561 1.47094 -1.90951
H -0.78400 0.76520 -3.50116
O -3.17532 -3.49927 1.85336
H -3.12026 -2.96659 2.64380
H -3.27667 -4.40819 2.23367

---

Q.
19
Properties=species:S:1:pos:R:3 method="wB97M-V/def2-TZVPD" e_homo_ev=-7.899 molar_mass_g_mol=140.3 homo_lumo_gap_ev=7.216
C 1.24314 1.42207 -0.39362
C 1.74480 0.51960 -1.48612
S 0.21784 -0.42127 -1.92726
S -1.15577 -1.55468 -2.98253
C -1.43151 -2.89679 -1.76713
C -1.35301 -2.61830 -0.26489
H 1.13762 1.07377 0.64668
H 1.65006 2.42089 -0.37956
H 0.18731 1.66358 -0.66302
H 1.95868 1.05519 -2.44529
H 2.70222 -0.04868 -1.29802
H -0.68662 -3.60027 -2.05664
H -2.45003 -3.25446 -1.97439
H -1.51573 -3.50363 0.37340
H -0.34249 -2.25858 -0.05089
H -2.11390 -1.85359 -0.11515
O -0.06935 4.85189 5.76282
H -0.41238 4.61460 4.90129
H 0.68909 4.38865 6.12031

---

R.
19
Properties=species:S:1:pos:R:3 method="wB97M-V/def2-TZVPD" e_homo_ev=-8.736 molar_mass_g_mol=140.3 homo_lumo_gap_ev=9.393
C -1.29490 -0.33356 2.28165
C -0.10445 -1.12080 1.72659
S -0.37849 -1.89883 0.12946
S -0.15300 -0.28082 -1.11450
C -1.89936 0.19444 -1.49662
C -1.98949 1.69005 -1.71235
H -1.01042 0.26989 3.15146
H -1.67540 0.36583 1.55111
H -2.10088 -1.02474 2.53927
H 0.78294 -0.49969 1.64793
H 0.19087 -1.85987 2.46997
H -2.48260 -0.12914 -0.63523
H -2.17178 -0.37861 -2.37227
H -3.03047 1.98533 -1.82015
H -1.49695 2.22677 -0.90087
H -1.50333 1.95995 -2.64741
O 6.06954 2.93876 0.86432
H 5.88175 2.16492 0.32526
H 6.05237 3.69818 0.26221

---

S.
19
Properties=species:S:1:pos:R:3 method="wB97M-V/def2-TZVPD" e_homo_ev=-8.144 molar_mass_g_mol=140.3 homo_lumo_gap_ev=8.421
C 2.71268 -0.35624 -0.50093
C 2.03084 0.84250 0.10031
C 1.07778 0.56612 1.28391
S -0.54868 -0.30058 1.07248
S -0.68786 -0.02854 -1.07145
C -2.03649 -1.19182 -1.41804
H 2.99210 -0.99682 0.35137
H 3.52489 -0.04846 -1.15454
H 2.08924 -1.05104 -1.06813
H 1.43383 1.37183 -0.64047
H 2.70772 1.55842 0.59301
H 0.90593 1.44645 1.89736
H 1.69711 -0.17417 1.80348
H -1.81891 -2.12110 -0.86336
H -2.11817 -1.49311 -2.45775
H -2.94267 -0.74006 -1.02272
O -3.65940 1.12836 1.37017
H -4.42229 0.94039 0.80681
H -2.93765 0.64789 0.91849

---

It is R that is most stable; the runner-up trails by 0.0100 hartree.

---

P.
13
Properties=species:S:1:pos:R:3 method="wB97M-V/def2-TZVPD" e_homo_ev=-9.744 molar_mass_g_mol=72.1 homo_lumo_gap_ev=10.569
C -1.02329 0.99765 0.26496
C 0.15344 0.27319 -0.30167
C -0.23709 -1.25250 -0.38555
C 1.52348 0.15019 0.33678
O 2.48801 0.90108 0.36636
H -2.01926 0.82046 -0.19725
H -0.98067 2.11687 0.33902
H -1.23719 0.76623 1.32561
H 0.45576 0.64721 -1.32090
H -0.03984 -1.81684 0.53821
H 0.48451 -1.53351 -1.17128
H -1.33248 -1.20775 -0.57767
H 1.76463 -0.86230 0.78338

---

Q.
13
Properties=species:S:1:pos:R:3 method="wB97M-V/def2-TZVPD" e_homo_ev=-9.414 molar_mass_g_mol=72.1 homo_lumo_gap_ev=10.372
C -1.03522 0.92357 0.06427
C -0.22185 -0.33655 0.05612
O -0.90654 -1.55790 0.13290
C 1.12551 -0.21302 -0.73332
C 1.08282 -0.20893 0.77394
H -0.53324 1.89481 -0.43308
H -1.55715 1.10098 0.98305
H -1.94963 0.61656 -0.66354
H -1.57048 -1.66688 -0.61133
H 1.63659 -1.05065 -1.28874
H 1.22894 0.77823 -1.08527
H 1.13299 0.69537 1.41511
H 1.56726 -0.97559 1.38989

---

It is P that is most stable; the runner-up trails by 0.0202 hartree.